Arrangement A

A 2-piece molecular cluster, C6H12NS overall. Source: the Open Molecules 2025 dataset; level of theory: ωB97M-V with the def2-TZVPD basis set.

CARTESIAN COORDINATES (ANGSTROEM)
C  0.79613  -0.39555  2.87671
C  -1.18299  0.76128  -0.57595
C  -0.17230  3.06675  -0.58387
C  0.40435  -1.93416  -1.82380
C  -0.91335  1.89224  -1.14292
C  0.10752  -1.93137  -0.33057
N  -0.26208  -0.85434  2.36226
S  -1.35327  -0.67454  0.16200
H  1.22107  -0.60883  3.80627
H  1.46601  0.39523  2.26753
H  0.86209  3.00225  -0.91223
H  -0.59401  3.95143  -0.94578
H  -0.20681  2.87408  0.42257
H  0.56670  -1.01993  -2.26569
H  1.31470  -2.49626  -2.02759
H  -0.38523  -2.42551  -2.39923
H  -1.37637  1.97349  -2.08911
H  -0.82817  -1.44002  2.99507
H  0.89310  -1.36569  0.17252
H  -0.35709  -2.77057  0.03182

## Properties
Orbital gap (eV): 9.33
LUMO (hartree): -0.1560
Net charge: +1

natural (NBO) atomic charge list, values in e, 5 entries:
1 C 0.030
2 C -0.129
3 C -0.618
4 C -0.650
5 C -0.162

=====

Arrangement B

C6H12NS as an isolated structure. Source: the Open Molecules 2025 dataset; level of theory: ωB97M-V with the def2-TZVPD basis set.

CARTESIAN COORDINATES (ANGSTROEM)
C  -0.99772  0.23066  0.59319
C  -1.81819  0.43815  -0.43857
C  0.93075  -0.03707  -0.94536
C  -3.20883  0.86213  -0.44897
C  1.71538  -1.11493  -1.49314
C  1.42412  0.28294  1.31584
N  0.39269  -0.29455  0.43954
S  -1.19139  0.06204  -1.96990
H  -1.33154  0.25702  1.69306
H  1.15075  1.03406  -1.13711
H  -3.19298  1.82016  -0.82124
H  -3.77659  0.62048  0.51753
H  -3.65859  0.31612  -1.27099
H  1.08080  -1.85519  -2.12269
H  2.17311  -1.61839  -0.60489
H  2.60096  -0.68179  -2.14563
H  2.35290  -0.10351  0.86652
H  1.37609  1.41988  1.41158
H  1.22795  -0.12346  2.26056
H  0.36454  -1.30679  0.69706

## Properties
Orbital gap (eV): 8.12
LUMO (hartree): -0.1671
Net charge: +1

natural (NBO) atomic charge list, values in e, 5 entries:
1 C -0.169
2 C -0.115
3 C 0.063
4 C -0.652
5 C -0.734

=====

Arrangement C

An isolated ion of composition C6H12NS and charge +1. Source: the Open Molecules 2025 dataset; level of theory: ωB97M-V with the def2-TZVPD basis set.

CARTESIAN COORDINATES (ANGSTROEM)
C  1.36349  -1.27634  -1.48172
C  0.75561  0.36343  0.11578
C  1.05151  -0.98847  -0.22993
C  0.68373  -2.30730  0.49605
C  -0.88837  1.64367  1.22950
C  -1.50565  -0.55455  0.89476
N  -0.37071  0.42030  0.74483
S  2.02891  1.50620  0.02918
H  1.66181  -0.69756  -2.30366
H  1.40298  -2.27968  -1.82990
H  1.50649  -2.70222  1.23417
H  -0.30267  -2.40820  0.95647
H  0.73243  -3.10128  -0.28397
H  -1.05780  1.68843  2.33755
H  -0.16064  2.48769  0.94274
H  -1.97403  1.84550  0.88830
H  -2.35582  0.09977  0.67438
H  -1.30111  -1.47434  0.30542
H  -1.49019  -0.75828  1.93245
H  2.44376  0.68092  -1.02983

## Properties
Orbital gap (eV): 9.85
LUMO (hartree): -0.1604
Net charge: +1

natural (NBO) atomic charge list, values in e, 5 entries:
1 C -0.276
2 C 0.195
3 C -0.120
4 C -0.637
5 C -0.447

=====

It is arrangement A that is the least stable of them.

=====

Arrangement A

One molecule with the formula C3H2N2. Source: the Open Molecules 2025 dataset; level of theory: ωB97M-V with the def2-TZVPD basis set.

CARTESIAN COORDINATES (ANGSTROEM)
C  -1.62873  0.08893  0.01157
C  -0.29680  0.08503  0.03505
N  0.94775  0.13964  0.02063
C  2.16618  -0.29213  0.10892
N  3.29149  -0.43263  -0.04075
H  -2.37620  -0.06283  0.80607
H  -2.10370  0.47399  -0.94149

## Properties
Orbital gap (eV): 9.01
LUMO (hartree): -0.0151
Structure (SMILES): C=C=NC#N

natural (NBO) atomic charge list, values in e, 5 entries:
1 C -0.669
2 C 0.543
3 N -0.504
4 C 0.405
5 N -0.313

=====

Arrangement B

One molecule with the formula C3H2N2. Source: the Open Molecules 2025 dataset; level of theory: ωB97M-V with the def2-TZVPD basis set.

CARTESIAN COORDINATES (ANGSTROEM)
N  1.03304  -1.74085  -0.64889
N  -0.48303  1.53031  0.47737
C  0.32725  -0.82207  -0.24063
C  -1.12224  0.83146  1.35306
C  -0.19591  0.12281  0.42870
H  0.69050  -2.31755  -1.40951
H  -0.24962  2.39589  0.03990

## Properties
Orbital gap (eV): 9.24
LUMO (hartree): 0.0247

natural (NBO) atomic charge list, values in e, 5 entries:
1 N -0.616
2 N -0.540
3 C 0.319
4 C 0.218
5 C -0.183

=====

Arrangement C

One molecule with the formula C3H2N2. Source: the Open Molecules 2025 dataset; level of theory: ωB97M-V with the def2-TZVPD basis set.

CARTESIAN COORDINATES (ANGSTROEM)
C  0.04880  -1.21082  -0.03569
C  -1.55072  -0.60499  0.00720
N  -1.55063  0.68455  -0.01039
N  -0.29729  1.07625  0.02789
C  0.72665  0.04376  0.00335
H  1.32506  -0.16041  0.92310
H  1.29813  0.17165  -0.91545

## Properties
Orbital gap (spin up / spin down) (eV): 7.84 / 6.95
LUMO (spin up / spin down) (hartree): -0.0713 / -0.0928
Structure (SMILES): C1#CN=NC1

natural (NBO) atomic charge list, values in e, 5 entries:
1 C 0.084
2 C 0.272
3 N -0.320
4 N -0.071
5 C -0.571

=====

It is arrangement C that is the least stable of them.

=====

Arrangement A

One molecule with the formula C3H5O3PS. Source: the Open Molecules 2025 dataset; level of theory: ωB97M-V with the def2-TZVPD basis set.

CARTESIAN COORDINATES (ANGSTROEM)
C  -2.91617  0.21114  0.06317
C  -1.56902  0.72204  0.00850
C  -0.48628  1.23492  -0.09840
S  1.15619  1.65286  -0.26729
P  1.68771  -0.37931  -0.01175
O  0.52953  -1.19830  -0.32258
O  3.04522  -0.40727  -0.83764
O  2.19801  -0.51660  1.49010
H  -3.49117  0.83366  -0.52847
H  -2.97508  -0.80779  -0.30137
H  -3.08885  0.17988  1.10655
H  2.96029  -0.57586  -1.80101
H  2.94960  -0.94938  1.50019

## Properties
Orbital gap (eV): 8.93
LUMO (hartree): 0.0113
Structure (SMILES): CC#CSP(=O)(O)O

natural (NBO) atomic charge list, values in e, 5 entries:
1 C -0.681
2 C 0.065
3 C -0.281
4 S -0.019
5 P 2.189

=====

Arrangement B

A 2-piece molecular cluster, C3H5O3PS overall. Source: the Open Molecules 2025 dataset; level of theory: ωB97M-V with the def2-TZVPD basis set.

CARTESIAN COORDINATES (ANGSTROEM)
O  -0.11404  0.44499  -1.82243
P  -1.50193  0.88047  -1.95238
O  -2.44794  -0.26828  -1.41218
S  -2.47904  2.40480  -2.73187
H  -3.36402  -0.31620  -1.38348
C  1.68500  -1.31830  1.36128
C  1.40089  0.15118  0.95535
C  0.20048  0.73375  1.02897
O  -0.83359  1.21952  1.01022
H  0.67643  -1.73186  1.33125
H  2.25226  -1.69088  0.49730
H  2.27945  -1.37530  2.37930
H  2.24605  0.86610  0.73868

## Properties
Orbital gap (eV): 8.49
LUMO (hartree): -0.0040
Structure (SMILES): O=P(O)=S.CC=C=O

natural (NBO) atomic charge list, values in e, 5 entries:
1 O -0.986
2 P 1.922
3 O -0.987
4 S -0.489
5 H 0.529

=====

It is arrangement B that is the least stable of them.

=====

Arrangement A

A 3-piece molecular cluster, C3H12NO3 overall. Source: the Open Molecules 2025 dataset; level of theory: ωB97M-V with the def2-TZVPD basis set.

CARTESIAN COORDINATES (ANGSTROEM)
C  -0.71867  0.14572  0.61662
O  0.35767  -0.72669  0.56416
C  -0.48230  1.10857  -0.73858
C  -1.76927  2.08582  -1.03016
N  0.65269  1.96202  -0.53818
H  -0.67916  0.73032  1.50280
H  -1.70493  -0.23704  0.65833
H  -0.34956  0.44640  -1.57833
H  -2.49835  1.47435  -1.71528
H  -2.44908  2.17735  -0.09034
H  -1.50014  2.97517  -1.53130
H  1.15441  1.83466  0.31380
H  1.45723  1.70523  -1.28517
H  1.46739  -1.07755  -0.48391
H  2.82967  -1.03968  -1.37075
O  1.98076  -1.50444  -1.26138
H  -1.12302  -2.79611  1.96028
H  0.02761  -1.77123  1.68843
O  -0.26086  -2.54346  2.27365

## Properties
Orbital gap (eV): 8.01
LUMO (hartree): 0.1487
Net charge: -1

natural (NBO) atomic charge list, values in e, 5 entries:
1 C -0.029
2 O -0.960
3 C -0.056
4 C -0.634
5 N -0.865

=====

Arrangement B

A 3-piece molecular cluster, C3H12NO3 overall. Source: the Open Molecules 2025 dataset; level of theory: ωB97M-V with the def2-TZVPD basis set.

CARTESIAN COORDINATES (ANGSTROEM)
C  -0.96451  1.58525  -0.59653
C  0.33187  1.43557  0.18130
C  0.49975  0.05467  0.95030
O  0.58960  -1.04015  0.10666
N  -1.76356  0.38342  -0.87546
H  -0.79623  2.11017  -1.53790
H  -1.64906  2.30579  -0.10935
H  1.20361  1.42586  -0.46597
H  0.42948  2.29570  0.85881
H  -0.39253  0.02876  1.62125
H  1.41691  0.07818  1.57033
H  -2.19577  -0.06181  -0.07933
H  -1.07714  -0.23727  -1.27598
H  1.52031  -0.64738  -1.03636
H  2.33414  -1.42204  -2.08739
O  2.17611  -0.51503  -1.82006
H  -0.76874  -2.08683  0.94505
H  -0.01080  -3.02668  1.92310
O  -0.88342  -2.66619  1.72751

## Properties
Orbital gap (eV): 8.00
LUMO (hartree): 0.1541
Net charge: -1

natural (NBO) atomic charge list, values in e, 5 entries:
1 C -0.215
2 C -0.468
3 C -0.033
4 O -0.973
5 N -0.862

=====

It is arrangement A that is the least stable of them.

=====

Arrangement A

An isolated ion of composition C3H6N and charge +1. Source: the Open Molecules 2025 dataset; level of theory: ωB97M-V with the def2-TZVPD basis set.

CARTESIAN COORDINATES (ANGSTROEM)
C  0.99787  -0.04093  -0.15932
N  -0.29582  0.05589  0.49125
C  -1.44367  -0.66727  -0.08917
C  -1.49628  0.63856  -0.12000
H  1.07045  0.21278  -1.22093
H  1.63992  0.92347  0.18746
H  1.31841  -0.99574  0.23039
H  -0.25422  -0.16963  1.56067
H  -1.76212  -1.65194  -0.41177
H  -1.69774  1.76398  -0.21925

## Properties
Orbital gap (eV): 12.03
LUMO (hartree): -0.1636
Net charge: +1
Structure (SMILES): C[NH+]1C=C1

natural (NBO) atomic charge list, values in e, 5 entries:
1 C -0.454
2 N -0.386
3 C 0.020
4 C 0.019
5 H 0.263

=====

Arrangement B

An isolated ion of composition C3H6N and charge +1. Source: the Open Molecules 2025 dataset; level of theory: ωB97M-V with the def2-TZVPD basis set.

CARTESIAN COORDINATES (ANGSTROEM)
C  -0.05706  -0.24243  1.33281
N  -0.06118  -0.21758  -0.01380
C  -0.44173  -0.54952  -1.13112
C  0.33365  0.72271  -1.06011
H  0.92262  -0.57888  1.65938
H  -0.61995  -1.04156  1.70375
H  -0.31219  0.77070  1.58458
H  -0.98662  -1.26012  -1.63600
H  1.34159  0.74938  -1.54329
H  -0.11912  1.64731  -0.89620

## Properties
Orbital gap (eV): 11.96
LUMO (hartree): -0.1893
Net charge: +1
Structure (SMILES): C[N+]1=CC1

natural (NBO) atomic charge list, values in e, 5 entries:
1 C -0.440
2 N -0.145
3 C 0.291
4 C -0.216
5 H 0.270

=====

It is arrangement A that is the least stable of them.

=====

Arrangement A

A 2-piece molecular cluster, C4H7ClS overall. Source: the Open Molecules 2025 dataset; level of theory: ωB97M-V with the def2-TZVPD basis set.

CARTESIAN COORDINATES (ANGSTROEM)
C  -1.10546  1.68746  -1.43639
C  -1.61925  0.74583  -0.78058
C  0.36867  2.23569  -1.43786
C  0.62711  -2.81757  1.97060
S  0.99076  -1.07686  1.85104
Cl  -1.41909  -0.34526  0.42650
H  -1.71930  2.24187  -2.25341
H  1.06665  1.38400  -1.27069
H  0.46860  2.75447  -0.45663
H  0.59117  2.84794  -2.30089
H  0.92097  -3.17416  0.88813
H  -0.40785  -3.03616  2.09618
H  1.23702  -3.44726  2.70400

## Properties
Orbital gap (spin up / spin down) (eV): 5.26 / 5.26
LUMO (spin up / spin down) (hartree): -0.0839 / -0.0839

natural (NBO) atomic charge list, values in e, 5 entries:
1 C -0.307
2 C -0.021
3 C -0.629
4 C -0.793
5 S -0.193

=====

Arrangement B

One molecule with the formula C4H7ClS. Source: the Open Molecules 2025 dataset; level of theory: ωB97M-V with the def2-TZVPD basis set.

CARTESIAN COORDINATES (ANGSTROEM)
S  -2.53569  -0.07724  -0.29023
C  -0.73895  -0.03744  -0.27068
C  0.01722  1.19624  0.26762
C  1.11326  0.19478  0.73215
Cl  2.34375  -0.11701  -0.43387
C  0.00528  -0.95338  0.64597
H  -2.62752  0.11157  1.01196
H  -0.44515  -0.11183  -1.32861
H  -0.43871  1.70414  1.12223
H  0.31171  1.92355  -0.45738
H  1.61876  0.31740  1.71110
H  -0.46187  -1.24587  1.59724
H  0.38918  -1.87532  0.11258

## Properties
Orbital gap (eV): 10.07
LUMO (hartree): 0.0337
Structure (SMILES): S[C@H]1C[C@H](Cl)C1

natural (NBO) atomic charge list, values in e, 5 entries:
1 S -0.005
2 C -0.347
3 C -0.413
4 C -0.226
5 Cl -0.032

=====

It is arrangement A that is the least stable of them.

=====

Arrangement A

One molecule with the formula C4H6F2O. Source: the Open Molecules 2025 dataset; level of theory: ωB97M-V with the def2-TZVPD basis set.

CARTESIAN COORDINATES (ANGSTROEM)
C  -0.19425  -0.06193  -1.36386
C  -0.29008  -0.38050  0.12715
C  1.10519  -0.89771  0.60439
O  1.63077  -1.76053  -0.03978
C  -0.58142  0.86241  0.88385
F  -1.36888  1.75258  0.30345
F  0.57128  1.48935  1.10089
H  -1.12843  0.46009  -1.69153
H  0.08303  -0.90334  -1.97465
H  0.58586  0.60126  -1.54263
H  -0.92545  -1.30628  0.20276
H  1.47821  -0.57360  1.54039
H  -0.96584  0.71818  1.84957

## Properties
Orbital gap (eV): 10.93
LUMO (hartree): 0.0301
Structure (SMILES): C[C@@H](C=O)C(F)F

natural (NBO) atomic charge list, values in e, 5 entries:
1 C -0.608
2 C -0.405
3 C 0.454
4 O -0.510
5 C 0.569

=====

Arrangement B

A 2-piece molecular cluster, C4H6F2O overall. Source: the Open Molecules 2025 dataset; level of theory: ωB97M-V with the def2-TZVPD basis set.

CARTESIAN COORDINATES (ANGSTROEM)
C  -1.04895  0.34723  0.92445
C  0.12806  -0.25079  0.89081
C  0.46275  -1.59810  0.34740
F  1.20600  0.38326  1.42063
H  -1.91541  -0.13361  0.51321
H  -1.17141  1.32271  1.36130
H  -0.18996  -1.84367  -0.48473
H  0.34146  -2.35478  1.12267
H  1.50000  -1.61782  0.01967
O  -0.71332  0.88254  -2.18541
C  0.16349  1.35111  -1.56074
F  0.07152  2.56771  -1.00276
H  1.16576  0.94422  -1.36649

## Properties
Orbital gap (eV): 10.79
LUMO (hartree): 0.0346
Structure (SMILES): C=C(C)F.O=CF

natural (NBO) atomic charge list, values in e, 5 entries:
1 C -0.499
2 C 0.405
3 C -0.695
4 F -0.348
5 H 0.220

=====

It is arrangement A that is the least stable of them.

=====

Arrangement A

An isolated ion of composition C4H9NOP and charge +1. Source: the Open Molecules 2025 dataset; level of theory: ωB97M-V with the def2-TZVPD basis set.

CARTESIAN COORDINATES (ANGSTROEM)
C  1.29228  1.88642  -0.13153
C  0.07943  1.30149  -0.13529
C  -1.30877  1.44266  -0.24268
C  -0.40304  -1.73570  0.00207
N  0.51140  -0.66016  0.13576
O  2.36513  1.04685  0.02755
P  2.08878  -0.51270  -0.06142
H  1.69790  2.85944  0.03496
H  -1.64336  0.53214  -0.86845
H  -1.76463  1.58113  0.71426
H  -1.57451  2.37015  -0.69319
H  -0.18285  -2.49468  -0.76437
H  -1.30927  -1.27735  -0.02930
H  -0.34272  -2.35519  0.96414
H  2.69783  -0.79226  1.15783
H  2.53591  -1.07097  -1.18187

## Properties
Orbital gap (eV): 9.34
LUMO (hartree): -0.1601
Net charge: +1

natural (NBO) atomic charge list, values in e, 5 entries:
1 C 0.037
2 C 0.309
3 C -0.741
4 C -0.419
5 N -0.863

=====

Arrangement B

C4H9NOP as an isolated structure. Source: the Open Molecules 2025 dataset; level of theory: ωB97M-V with the def2-TZVPD basis set.

CARTESIAN COORDINATES (ANGSTROEM)
C  1.17205  0.38639  -1.40271
C  0.25843  0.67139  -0.48123
C  -0.22053  1.99985  0.01307
C  -1.11813  -0.49540  1.33036
N  -0.22287  -0.48950  0.11270
O  1.44455  -0.99561  -1.54424
P  0.55896  -1.79555  -0.50479
H  1.82850  1.04081  -1.86805
H  -1.24551  2.13023  -0.02641
H  0.00787  2.11106  1.06850
H  0.08663  2.70008  -0.84537
H  -1.46347  -1.56472  1.56517
H  -1.96158  0.11112  1.19645
H  -0.51482  -0.24010  2.27187
H  1.55907  -2.72648  0.13587
H  -0.16913  -2.84357  -1.02118

## Properties
Orbital gap (eV): 8.65
LUMO (hartree): -0.1652
Net charge: +1

natural (NBO) atomic charge list, values in e, 5 entries:
1 C 0.050
2 C 0.140
3 C -0.655
4 C -0.416
5 N -0.729

=====

It is arrangement A that is the least stable of them.